# 1
{
  "formula": "C24H30B3F30O12Sn2",
  "method": "ωB97M-V/def2-TZVPD",
  "total_energy_ha": -5334.93961,
  "charge": 1,
  "homo_ev": -12.86,
  "max_force_ev_per_a": 3.690,
  "spin_multiplicity": 1,
  "orbital_gap_ev": 5.562,
  "symbols": ["Sn", "Sn", "F", "F", "F", "F", "F", "F", "F", "F", "F", "F", "F", "F", "F", "F", "F", "F", "F", "F", "F", "F", "F", "F", "F", "F", "F", "F", "F", "F", "F", "F", "O", "O", "O", "O", "O", "O", "O", "O", "O", "O", "O", "O", "C", "C", "C", "C", "C", "C", "C", "C", "C", "C", "C", "C", "C", "C", "C", "C", "C", "C", "C", "C", "C", "C", "C", "C", "B", "B", "B", "H", "H", "H", "H", "H", "H", "H", "H", "H", "H", "H", "H", "H", "H", "H", "H", "H", "H", "H", "H", "H", "H", "H", "H", "H", "H", "H", "H", "H", "H"],
  "xyz": [[-3.9541, -1.7286, -3.0532], [-3.3044, 1.8927, 1.1463], [-4.4197, -0.0972, -0.6854], [1.6818, 2.2909, -8.6780], [3.5304, 2.8961, -7.7150], [3.0674, 0.7957, -8.0462], [3.9411, -6.1647, 3.3808], [-5.8494, -1.7883, -0.3047], [-1.2188, -0.9519, 3.6464], [1.1395, 1.9598, 6.0057], [2.2304, 5.9916, 0.7185], [3.5918, -5.3160, -0.8575], [4.7912, -4.2219, 2.8262], [0.1739, -0.6870, -0.3948], [4.1128, -4.5943, 4.8612], [5.3769, -4.6707, -1.9493], [-3.8320, 2.7514, -3.8519], [-1.6318, -0.2575, 0.8318], [5.2263, -4.3201, 0.1695], [-1.8762, -1.2164, -1.2161], [0.1566, 3.7334, 5.4581], [-1.2448, 1.0596, -0.9524], [-4.3394, 2.2223, -1.6817], [-5.8725, 0.1054, 1.0754], [-2.7468, 1.0391, -2.8397], [0.2131, 6.8154, 0.9793], [-1.0632, 1.9688, 6.0536], [-6.6492, 0.2397, -1.0677], [-1.8670, -3.0098, 4.0268], [-2.3487, -1.4101, 5.4545], [0.9208, 5.2386, 2.2737], [-4.9688, 0.8080, -3.3225], [-1.0838, 2.0399, 3.2960], [-3.7682, -0.4477, 2.8819], [0.9817, 4.5016, -1.0717], [-4.4078, -2.4343, 3.6884], [1.0491, 1.3930, 3.5610], [2.8494, -3.0099, -1.9541], [1.3575, 0.6214, -6.1969], [1.5218, -4.7834, 3.8373], [-0.6061, 4.0338, 0.4134], [4.3198, -1.9915, -0.6194], [2.4207, -3.6397, 2.0779], [1.6262, 2.8037, -5.6408], [1.8120, 1.8762, -6.3713], [3.8456, -3.0320, -1.2662], [-6.6031, -1.4759, 3.7817], [1.9761, 2.0083, 1.5477], [3.6751, -0.7379, -0.5533], [2.4351, -4.4373, 3.1522], [0.6559, 0.3604, -4.9739], [-5.6903, -2.4493, 3.0581], [4.5779, 0.2271, -1.3285], [1.2079, -3.0297, 1.6291], [3.9051, -4.8274, 3.5752], [-0.5929, 3.9983, -2.9450], [-2.1541, -1.7110, 4.1728], [4.5299, -4.3899, -0.9602], [1.2049, 0.8489, 2.2119], [0.4856, 3.5086, -1.9952], [-0.0572, 1.9705, 3.9386], [0.3584, 4.6878, 0.0851], [2.5558, 2.0056, -7.7145], [1.5968, 0.0175, -3.8206], [0.0167, 2.4018, 5.4323], [0.9869, 5.6978, 1.0363], [-3.5275, -1.4731, 3.4848], [0.2571, -3.8337, 0.6696], [-3.9438, 1.7279, -2.9421], [-5.7190, -0.3650, -0.2358], [-1.1334, -0.2413, -0.4698], [2.9978, 1.9182, 1.9170], [1.8920, -1.0288, -3.9071], [2.6646, -0.9031, -0.9283], [-0.5920, 3.4147, -3.8650], [2.5377, 0.5577, -3.6945], [1.7745, -0.0740, 2.2424], [-0.4244, -4.4425, 1.2621], [-0.4208, 5.0300, -3.2486], [1.9460, 2.1168, 0.4627], [0.2312, 2.5832, -1.4877], [0.2414, 0.7276, 1.7284], [1.3445, 3.3963, -2.6585], [-6.2593, -0.4462, 3.7128], [0.0362, 1.2287, -4.7432], [0.5200, -2.7782, 2.4352], [1.1790, 0.2007, -2.8276], [5.5127, 0.3040, -0.7759], [-5.5448, -2.2095, 2.0084], [-0.3328, -3.1692, 0.0384], [1.5346, -2.1871, 1.0240], [-1.5618, 3.8549, -2.4665], [-7.6642, -1.6122, 3.5856], [1.5931, 2.9683, 1.8896], [0.8254, -4.4535, -0.0254], [3.7355, -0.3481, 0.4631], [4.7922, -0.0438, -2.3629], [-6.4957, -1.6745, 4.8527], [-6.0256, -3.4830, 3.1126], [4.1278, 1.2176, -1.4282], [-0.0540, -0.4585, -5.0784]],
  "atomic_forces_ev_per_a": [[0.1, 3.1, 2.0], [0.8, -1.9, -0.5], [1.7, 0.0, -0.4], [-0.3, 0.5, 0.0], [-0.2, 0.1, 0.3], [0.3, 0.5, 0.2], [0.7, 0.2, 0.0], [0.4, 0.2, -0.4], [0.4, 0.0, 0.1], [-0.6, -0.7, 0.2], [0.1, 0.1, 0.1], [0.1, -0.3, 0.0], [0.8, 0.1, 0.0], [0.0, 0.3, -0.4], [0.2, 0.2, 0.0], [-0.1, -0.4, -0.2], [-0.1, -0.4, 0.2], [-1.5, 0.8, 1.1], [0.0, -0.3, 0.1], [-0.9, -0.2, -1.1], [-1.0, 0.3, 0.2], [-0.3, -0.2, 0.4], [0.5, 0.3, 0.8], [0.7, 0.3, -0.2], [0.2, -1.5, -0.4], [0.6, -0.4, 0.0], [0.1, 0.3, 0.3], [0.5, -0.4, 0.2], [0.7, 0.4, 0.3], [0.7, 0.0, 0.2], [0.2, -0.1, 0.4], [0.2, -2.0, -0.5], [-0.4, 0.5, -0.2], [0.4, 0.6, -0.4], [0.0, 1.2, 1.2], [2.2, -0.1, 0.6], [0.1, -0.7, 0.5], [0.6, -0.1, 0.1], [0.2, 0.0, -0.3], [-0.3, 0.1, -0.5], [-0.3, 0.3, 0.5], [1.7, -1.5, 1.2], [0.0, -0.6, 0.0], [0.1, 0.0, 0.1], [-0.5, -0.2, 0.5], [-2.2, 0.5, -0.2], [0.3, -0.3, 1.1], [0.4, -0.2, 0.0], [0.3, 0.8, -1.3], [0.4, 0.7, 0.8], [0.0, 1.1, 1.2], [-0.7, 0.7, -0.6], [-0.5, 0.4, -0.4], [-1.7, -0.3, -1.4], [-2.1, -0.8, -0.7], [-0.6, -0.1, 0.8], [-2.1, -1.0, -0.3], [0.5, 1.4, 0.1], [-0.2, 2.3, -0.9], [0.8, 0.1, -1.6], [-0.3, -1.4, -0.3], [-0.5, -2.2, -1.5], [0.2, -1.6, -0.7], [0.5, -0.4, 0.4], [1.6, 0.5, -1.0], [-0.8, 1.0, -0.5], [-1.3, 0.3, -0.5], [1.0, -0.5, 0.5], [-0.4, 1.8, -0.1], [-2.4, -0.3, 0.1], [1.3, -0.5, -0.1], [0.2, 0.3, -0.4], [-0.1, 0.0, 0.3], [-0.1, 0.6, 0.1], [0.1, -0.2, 0.1], [-0.1, 0.4, -0.9], [-0.1, 0.0, 0.4], [0.1, -0.2, -0.1], [-0.1, 0.1, 0.2], [0.1, -0.8, -0.1], [0.0, 0.1, 0.1], [-0.1, -0.3, 0.4], [0.3, -0.5, 0.4], [-0.3, 0.0, -0.6], [0.2, 0.1, 0.0], [0.7, 0.5, 0.5], [-0.7, -0.4, -0.2], [0.1, 0.1, -0.2], [-0.1, 0.1, 0.0], [0.1, 0.3, 0.3], [0.1, 0.3, 0.5], [-0.2, 0.4, -0.3], [0.1, 0.2, -0.5], [-0.1, -0.2, 0.3], [0.0, -0.1, 0.1], [-0.5, -0.7, 0.3], [0.0, -0.5, 0.1], [-0.1, -0.3, 0.0], [0.0, 0.1, 0.3], [0.0, 0.1, 0.4], [0.3, -0.2, -0.7]],
  "lowdin_charge": [1.943, 1.958, 0.007, 0.178, 0.197, 0.145, 0.154, 0.071, 0.192, 0.178, 0.207, 0.186, 0.188, 0.161, 0.191, 0.182, 0.179, 0.065, 0.174, 0.005, 0.172, 0.106, 0.066, 0.105, 0.097, 0.160, 0.203, 0.159, 0.183, 0.198, 0.180, 0.034, 0.038, 0.031, 0.049, 0.053, 0.047, 0.133, 0.034, 0.178, 0.092, 0.031, 0.028, 0.168, -0.367, -0.368, -0.045, -0.020, -0.195, -0.366, -0.185, -0.167, -0.047, -0.175, -0.560, -0.030, -0.551, -0.564, -0.116, -0.184, -0.384, -0.385, -0.545, -0.043, -0.544, -0.560, -0.343, -0.027, -1.331, -1.341, -1.348, 0.093, 0.078, 0.100, 0.071, 0.077, 0.120, 0.074, 0.097, 0.078, 0.096, 0.087, 0.124, 0.070, 0.103, 0.106, 0.066, 0.087, 0.099, 0.054, 0.090, 0.071, 0.091, 0.062, 0.075, 0.118, 0.082, 0.088, 0.136, 0.073, 0.117]
}

# 2
{
  "formula": "C24H30BCaFN11OS2Si",
  "method": "ωB97M-V/def2-TZVPD",
  "total_energy_ha": -3498.69575,
  "charge": -1,
  "homo_ev": -4.44,
  "max_force_ev_per_a": 0.852,
  "spin_multiplicity": 1,
  "orbital_gap_ev": 6.309,
  "symbols": ["Ca", "S", "S", "Si", "F", "O", "N", "N", "N", "N", "N", "N", "N", "N", "N", "N", "N", "C", "C", "C", "C", "C", "C", "C", "C", "C", "C", "C", "C", "C", "C", "C", "C", "C", "C", "C", "C", "C", "C", "C", "C", "B", "H", "H", "H", "H", "H", "H", "H", "H", "H", "H", "H", "H", "H", "H", "H", "H", "H", "H", "H", "H", "H", "H", "H", "H", "H", "H", "H", "H", "H", "H"],
  "xyz": [[-0.1893, -0.5858, 0.1407], [2.5162, 0.9556, -1.4687], [1.1283, 1.0428, 2.4332], [-2.2425, -3.3754, -0.9751], [-0.7564, 0.7311, -1.7147], [2.9481, -3.8763, -0.1162], [1.3483, -2.1247, 0.0588], [2.7729, 3.0046, 0.3197], [1.4364, 3.4513, -1.3420], [3.0518, -0.8703, 2.5488], [-1.8275, 1.2937, 0.9821], [-1.7877, -1.7402, -1.2119], [3.7441, 0.9588, 1.5968], [-2.5343, -1.8186, 4.0709], [-3.6567, 3.1526, 1.9595], [-3.1176, -0.6522, 3.7367], [-1.4024, -1.1242, 2.3591], [-1.9457, 2.4999, 0.4436], [2.6885, 0.3867, 2.1914], [2.1491, -2.9936, -0.0457], [-1.6263, 0.1900, -2.6469], [-3.0048, -1.5538, -3.3719], [-1.6154, -4.5284, -2.3277], [-3.5207, 1.9557, 2.5108], [4.7721, 0.0473, 1.5669], [-2.8560, 3.4237, 0.9324], [2.2429, 4.2534, 0.5277], [2.2556, 2.4914, -0.8144], [-2.4025, -0.2659, 2.7005], [-2.7505, 0.4314, -4.7284], [-1.5165, -2.0857, 3.2425], [2.1972, -1.8217, 3.2163], [-4.1138, -3.6087, -0.7911], [-2.1341, -1.0881, -2.3543], [-3.3003, -0.8235, -4.5105], [-2.6026, 1.0261, 2.0297], [-1.5217, -4.0528, 0.6267], [1.4190, 4.5502, -0.5000], [4.3535, -1.0939, 2.1551], [-1.8882, 0.9392, -3.7628], [0.7965, 3.3718, -2.6310], [3.9566, 2.4411, 1.1546], [-2.0483, -4.3310, -3.3080], [0.8008, 4.3590, -3.0933], [4.0598, 3.1488, 2.1361], [-3.4595, -2.5258, -3.2495], [2.5048, 4.8250, 1.3981], [4.9628, 2.4473, 0.4812], [2.8235, -2.5967, 3.6553], [-1.4072, 1.9008, -3.8793], [-4.1450, 1.7144, 3.3609], [-1.2946, 2.7296, -0.3867], [-1.4473, -5.1385, 0.5392], [-2.1754, -3.8366, 1.4727], [1.6324, -1.3094, 3.9949], [0.8335, 5.4256, -0.7136], [-0.2329, 3.0164, -2.5569], [-4.4974, -2.8735, -0.0795], [1.5073, -2.2728, 2.5005], [-3.9736, -1.2493, -5.2446], [-1.8244, -5.5691, -2.0690], [-2.9727, 0.9989, -5.6209], [1.3530, 2.6650, -3.2452], [-0.8942, -2.9596, 3.3202], [-4.6578, -3.4719, -1.7251], [-4.3527, -4.6038, -0.4091], [-0.5331, -4.4157, -2.4166], [-0.5225, -3.6627, 0.8236], [-2.8836, -2.3589, 4.8438], [-2.9403, 4.4060, 0.4846], [4.8282, -2.0498, 2.2775], [5.7061, 0.2875, 1.0963]],
  "atomic_forces_ev_per_a": [[0.2, 0.8, 0.3], [-0.1, -0.1, 0.0], [-0.1, 0.0, 0.0], [0.0, -0.1, 0.0], [-0.1, 0.1, -0.1], [0.2, -0.2, 0.0], [0.5, -0.7, 0.1], [0.0, 0.0, 0.0], [-0.1, 0.0, 0.0], [0.0, 0.0, 0.1], [-0.1, -0.1, 0.1], [-0.1, 0.1, -0.1], [0.1, 0.1, 0.1], [0.0, 0.1, 0.0], [0.0, 0.0, 0.0], [0.0, 0.0, 0.0], [-0.3, -0.1, -0.1], [0.0, 0.0, 0.0], [-0.1, 0.0, -0.1], [0.0, 0.0, 0.1], [0.0, 0.1, -0.1], [0.0, 0.0, 0.0], [0.0, 0.0, 0.0], [0.0, 0.0, 0.0], [0.0, -0.1, 0.0], [0.0, 0.0, 0.0], [0.0, 0.1, -0.1], [0.0, 0.0, -0.1], [0.0, 0.0, 0.1], [0.0, 0.0, 0.0], [0.1, 0.0, 0.0], [0.0, 0.0, 0.0], [0.1, 0.0, 0.0], [-0.1, -0.1, 0.0], [0.0, 0.0, 0.0], [0.0, 0.0, 0.0], [-0.1, 0.1, 0.0], [0.0, 0.0, 0.1], [0.1, 0.0, -0.1], [0.0, 0.0, 0.0], [-0.1, 0.0, 0.0], [0.0, 0.0, 0.1], [0.0, 0.0, 0.0], [0.0, 0.0, 0.0], [0.0, 0.0, 0.0], [0.0, 0.0, 0.0], [0.0, 0.0, 0.0], [0.0, 0.0, 0.0], [0.0, 0.0, 0.0], [0.0, 0.0, 0.0], [0.0, 0.0, 0.0], [0.0, 0.0, -0.1], [0.0, -0.1, 0.0], [0.0, 0.0, 0.0], [0.0, 0.0, 0.0], [0.0, 0.0, 0.0], [0.1, 0.0, 0.1], [0.0, 0.0, 0.0], [0.0, 0.0, 0.0], [0.0, 0.0, 0.0], [0.0, 0.0, 0.0], [0.0, 0.0, 0.0], [0.0, 0.0, 0.0], [0.0, -0.1, 0.0], [0.0, 0.0, 0.0], [0.0, -0.1, 0.0], [0.0, 0.0, 0.0], [0.1, 0.0, 0.0], [0.0, 0.0, 0.0], [0.0, 0.0, 0.0], [0.0, 0.0, 0.0], [0.0, 0.0, 0.0]],
  "lowdin_charge": [1.126, 0.592, 0.554, 0.362, -0.119, 0.007, -0.098, -0.030, -0.136, -0.125, 0.066, -0.178, -0.018, 0.033, 0.085, 0.125, 0.073, -0.087, -0.752, -0.580, -0.208, -0.055, -0.171, -0.069, -0.074, -0.104, -0.088, -0.773, -0.314, -0.126, -0.165, -0.066, -0.183, -0.345, -0.117, -0.200, -0.181, -0.079, -0.055, -0.038, -0.063, -0.486, 0.014, 0.088, 0.069, 0.066, 0.109, 0.069, 0.089, 0.095, 0.111, 0.097, 0.030, 0.002, 0.064, 0.103, 0.049, 0.022, 0.049, 0.094, 0.021, 0.087, 0.063, 0.130, 0.009, 0.020, 0.032, -0.005, 0.154, 0.106, 0.114, 0.111]
}

| no. | LUMO (eV) |
| --- | --- |
| 1 | -7.300 |
| 2 | 1.864 |